--- P ---
10
Properties=species:S:1:pos:R:3 method="wB97M-V/def2-TZVPD" multiplicity=2 s2=0.76 homo_lumo_gap_ev="5.628 / 6.168"
H -1.5318 -2.1904 -0.5701
C -1.5502 -1.0969 -0.6373
C -0.4919 -0.3620 -0.2410
C 0.7765 -0.4669 0.5563
C 0.9028 0.6041 -0.5103
H -2.3833 -0.6452 -1.1825
H 1.3643 -1.3934 0.3999
H 0.7163 -0.0962 1.5945
O 1.1005 1.8412 -0.3290
Tl 1.0966 3.8057 0.9194

--- Q ---
10
Properties=species:S:1:pos:R:3 method="wB97M-V/def2-TZVPD" multiplicity=2 s2=0.76 homo_lumo_gap_ev="6.504 / 7.443"
O -1.1085 0.7998 -1.3016
C 0.0883 0.3554 -1.2637
C 0.5099 -0.3980 -0.0946
C 0.3444 -0.0295 1.4039
C -0.3517 -1.1750 0.8027
H 1.5721 0.0378 -0.6244
H 0.5600 0.0673 -2.2254
H -0.1841 0.9049 1.6391
H 1.2514 -0.1684 2.0077
Tl -2.6818 -0.3944 -0.3436

Relative to the most stable structure, the computed energies are P 0.000; Q 1.742, all in eV.

--- P ---
67
Properties=species:S:1:pos:R:3 method="wB97M-V/def2-TZVPD" multiplicity=3 s2=2.04 homo_lumo_gap_ev="7.160 / 6.339"
P 4.8948 -1.7679 -1.0381
P 2.9968 -3.9831 0.3159
C 5.6881 -3.2934 -0.2922
C 4.7248 -4.4834 -0.2097
H 6.0284 -3.0150 0.7150
H 6.5778 -3.5532 -0.8839
H 4.6319 -4.9607 -1.1954
H 5.1015 -5.2413 0.4925
C 3.1203 -4.3389 2.1248
H 2.1159 -4.2721 2.5726
H 3.7527 -3.5859 2.6186
H 3.5314 -5.3375 2.3226
C 2.0979 -5.4979 -0.2201
H 2.5677 -6.4177 0.1542
H 2.0610 -5.5396 -1.3199
H 1.0599 -5.4561 0.1460
C 6.1266 -0.5183 -0.4807
H 5.9069 0.4498 -0.9578
H 7.1573 -0.8079 -0.7271
H 6.0474 -0.3777 0.6088
C 5.4506 -1.9685 -2.7885
H 4.8999 -2.7900 -3.2711
H 6.5275 -2.1684 -2.8601
H 5.2218 -1.0455 -3.3451
Ni -1.0880 1.3372 -0.4804
C -0.9423 -0.8835 -0.4866
C -0.5499 -0.4770 0.7526
C 0.8597 -0.3743 1.2411
C 1.4959 1.0196 1.0442
C 1.0690 1.6972 -0.2220
C 0.9115 1.1013 -1.4422
C 1.1900 -0.3323 -1.7628
C -0.0399 -1.2563 -1.6240
C -1.4311 3.2663 -1.1105
H -1.9952 -1.2214 -0.6128
H -1.3285 -0.4683 1.5591
H 1.4859 -1.1436 0.7460
H 0.9033 -0.6288 2.3253
H 1.1868 1.6639 1.8955
H 2.5974 0.9512 1.1137
H 1.1483 2.8072 -0.1959
H 0.8294 1.7777 -2.3322
H 2.0137 -0.7105 -1.1226
H 1.5786 -0.4199 -2.8029
H -0.6294 -1.1902 -2.5649
H 0.2787 -2.3127 -1.5533
H -2.3583 3.3386 -1.6983
H -0.5852 3.6448 -1.7322
H -1.5402 3.9143 -0.2368
C -8.9084 5.0270 1.0189
C -7.6314 4.2277 1.1385
C -6.4788 4.8166 1.6848
C -5.2875 4.1334 1.7602
C -5.2414 2.8696 1.2538
C -6.3515 2.2085 0.7478
C -7.5253 2.9138 0.6972
S -3.4272 1.9497 1.1436
O -3.8725 3.0733 -0.0314
O -2.4330 2.7757 1.8182
O -2.8869 1.0601 -0.1967
H -9.2266 5.3676 2.0106
H -8.7301 5.8995 0.3880
H -9.6991 4.4301 0.5754
H -6.5299 5.8710 2.0412
H -4.3988 4.6368 2.1545
H -6.2877 1.1885 0.3564
H -8.4325 2.4206 0.2606

--- Q ---
67
Properties=species:S:1:pos:R:3 method="wB97M-V/def2-TZVPD" multiplicity=3 s2=2.01 homo_lumo_gap_ev="4.935 / 4.339"
P 4.9562 2.9255 -0.7070
P 5.4402 -0.5259 -1.2084
C 6.6974 2.1426 -0.7741
C 6.7975 0.8579 -1.5830
H 7.0483 2.0253 0.2750
H 7.2855 2.9366 -1.2661
H 6.7643 1.0025 -2.6909
H 7.7362 0.3137 -1.3251
C 6.1934 -0.9424 0.3993
H 5.6210 -1.7830 0.8143
H 6.1674 -0.0971 1.1052
H 7.2365 -1.2323 0.2597
C 6.0930 -1.8080 -2.2677
H 7.1087 -2.0181 -1.9339
H 6.0884 -1.4809 -3.3098
H 5.4584 -2.6851 -2.1418
C 5.2089 4.4349 0.2287
H 4.2526 4.9602 0.2855
H 5.9364 5.0415 -0.3110
H 5.5682 4.2273 1.2405
C 4.8604 3.4163 -2.4431
H 4.9326 2.5437 -3.1091
H 5.7087 4.0929 -2.6070
H 3.9034 3.9282 -2.6014
Ni -0.4629 -0.2265 -1.6096
C 3.3374 -1.1523 -0.8623
C 3.5286 -0.7740 0.5031
C 3.8398 0.5488 1.0565
C 2.7616 1.4693 1.5976
C 2.2151 2.3213 0.5330
C 2.0580 2.0521 -0.8039
C 2.7923 1.1108 -1.7393
C 2.6461 -0.3823 -1.9784
C -1.1808 1.0097 -0.1455
H 3.2383 -2.2661 -0.9978
H 3.6889 -1.6143 1.1962
H 4.4458 1.1309 0.3038
H 4.5360 0.3826 1.8958
H 2.0284 0.8182 2.0603
H 3.1386 2.1276 2.3892
H 1.9046 3.3173 0.8100
H 1.1419 2.4591 -1.2603
H 3.8547 1.2483 -1.5082
H 2.6103 1.6301 -2.6905
H 1.6311 -0.6686 -2.2837
H 3.2101 -0.6393 -2.8649
H -2.1992 0.7718 -0.4578
H -0.9373 2.0841 -0.2692
H -0.9803 0.6891 0.8880
C -6.9218 -4.4331 2.2257
C -5.6662 -3.6271 1.9877
C -5.4205 -2.4349 2.6756
C -4.2753 -1.6889 2.4544
C -3.2960 -2.0986 1.5118
C -3.5557 -3.3030 0.7979
C -4.7273 -4.0238 1.0232
S -0.4519 -2.2275 1.0373
O -2.2027 -1.3722 1.3542
O 0.3018 -1.4847 2.0320
O -0.1753 -1.7464 -0.3523
H -6.9757 -4.8106 3.2543
H -7.8192 -3.8195 2.0781
H -6.9936 -5.3010 1.5547
H -6.1486 -2.1279 3.4138
H -4.1178 -0.7781 3.0120
H -2.8350 -3.6252 0.0372
H -4.8799 -4.9475 0.4533

Relative to the most stable structure, the computed energies are P 0.000; Q 0.926, all in eV.

--- P ---
7
Properties=species:S:1:pos:R:3 method="wB97M-V/def2-TZVPD" homo_lumo_gap_ev=9.022
C -0.7234 0.5016 0.3964
S 2.0136 -0.8182 -0.1386
S 0.0085 -1.1029 -0.2529
I -2.8131 0.4671 -0.2412
H -0.6972 0.3740 1.4348
H -0.2862 1.5436 0.1834
H 2.4980 -0.9652 -1.3819

--- Q ---
7
Properties=species:S:1:pos:R:3 method="wB97M-V/def2-TZVPD" homo_lumo_gap_ev=8.328
C -0.0086 0.8073 -0.0946
S 0.3584 -1.9306 1.0495
S -0.6100 -0.1696 1.2723
I -0.4185 2.8104 -0.0059
H 1.0816 0.5968 -0.3167
H -0.2829 -0.0294 -1.7099
H -0.1201 -2.0849 -0.1948

Relative to the most stable structure, the computed energies are P 0.000; Q 2.663, all in eV.

--- P ---
10
Properties=species:S:1:pos:R:3 method="wB97M-V/def2-TZVPD" homo_lumo_gap_ev=9.548
C 0.3896 -1.6037 0.1837
C -0.8374 1.5575 -0.0601
F -2.2982 -0.5028 -0.5851
P -1.3732 -0.0414 0.6834
H 1.2947 -1.0270 0.2937
H 0.1699 -1.8742 -0.8359
H 0.2758 -2.3969 0.8970
H -1.6828 2.2422 0.0500
H -0.5935 1.4518 -1.1142
H 0.0058 1.9542 0.4987

--- Q ---
10
Properties=species:S:1:pos:R:3 method="wB97M-V/def2-TZVPD" homo_lumo_gap_ev="6.571 / 8.295"
C -0.1207 -1.4034 0.2676
C -0.5185 1.3470 -0.2447
F 2.8726 -0.0087 -0.0866
P 0.1645 -0.1566 -1.1204
H 0.1213 -2.4240 -0.1524
H -1.0331 -1.4903 0.7740
H 0.6697 -0.8333 0.8802
H 0.0844 2.2756 -0.4032
H -0.6647 1.0267 0.8355
H -1.5755 1.6670 -0.7499

Relative to the most stable structure, the computed energies are P 0.000; Q 3.283, all in eV.

--- P ---
12
Properties=species:S:1:pos:R:3 method="wB97M-V/def2-TZVPD" multiplicity=2 total_charge=-2 s2=0.75 homo_lumo_gap_ev="2.614 / 5.088"
C -0.2352 -0.2384 -1.9714
O -0.7911 -0.6060 -3.0808
H 0.7590 -0.6658 -1.7451
H -2.7592 1.0880 -0.7120
H -0.4407 0.6809 -1.4121
C 0.9911 -0.7465 1.7198
S 2.2295 0.5452 1.9566
S 1.5730 2.0899 0.7176
H 0.0928 -0.3473 1.2475
H 1.3269 -1.5654 1.0851
H 0.7167 -1.1987 2.6823
H -3.4628 0.9639 -0.4876

--- Q ---
12
Properties=species:S:1:pos:R:3 method="wB97M-V/def2-TZVPD" multiplicity=2 total_charge=-2 s2=0.75 homo_lumo_gap_ev="2.266 / 5.584"
C -1.0738 -1.2625 1.9201
O -1.9947 -1.8997 2.4483
H -1.2305 -0.5131 1.0793
H -2.4182 -4.1674 0.5520
H -0.0108 -1.2033 2.3447
C 1.4208 2.4448 -1.8489
S 0.6148 1.0412 -1.0265
S 2.2208 0.5759 0.2682
H 0.9708 2.7114 -2.7783
H 1.3372 3.4254 -1.1758
H 2.4988 2.3092 -1.9965
H -2.3353 -3.4620 0.2134

Relative to the most stable structure, the computed energies are P 0.000; Q 0.413, all in eV.

--- P ---
18
Properties=species:S:1:pos:R:3 method="wB97M-V/def2-TZVPD" homo_lumo_gap_ev=11.047
C -2.6180 0.3217 2.6137
C -1.1472 2.3862 -1.0793
C -1.7465 0.3735 1.7909
C -1.0282 1.5446 -0.2366
C 1.4538 0.1519 0.3238
C 0.7068 -1.0895 -0.1314
C -0.7303 0.4580 0.7620
C 1.0334 -1.5104 -1.6291
O 0.6109 0.6521 1.3545
O -0.6323 -0.8168 0.0313
H -3.4413 0.4967 3.2708
H -1.0833 2.9593 -2.0596
H 2.3515 -0.1225 0.7739
H 1.8487 0.9663 -0.4199
H 1.1144 -1.9126 0.4444
H 0.8558 -0.6400 -2.1882
H 0.3894 -2.3620 -1.8238
H 2.0627 -1.8567 -1.7975

--- Q ---
18
Properties=species:S:1:pos:R:3 method="wB97M-V/def2-TZVPD" homo_lumo_gap_ev=10.358
C -3.5639 -0.2883 -0.1803
C -2.1189 0.2199 0.2904
C 0.2376 -0.2051 -0.1385
C 1.0278 -1.1803 0.2581
C 2.4325 -0.9959 0.4002
C 2.8507 0.3092 0.1290
C 2.0511 1.3819 -0.2160
C 0.6694 1.0346 -0.3606
H -3.6620 -0.1288 -1.2364
H -3.5938 -1.1543 -0.0576
H -4.2555 0.1707 0.2383
H 0.8087 -2.1211 0.2549
H 3.3377 -2.0782 0.5734
H 4.1235 0.3138 0.3812
H 2.4121 2.2276 -0.5261
H 0.2119 1.9866 -0.4689
O -1.8122 1.0564 1.0798
O -1.1566 -0.5486 -0.4207

Relative to the most stable structure, the computed energies are P 0.513; Q 0.000, all in eV.

--- P ---
17
Properties=species:S:1:pos:R:3 method="wB97M-V/def2-TZVPD" homo_lumo_gap_ev=10.130
O 0.9845 1.8588 0.0190
C 0.6553 0.6970 -0.0356
C 1.7504 -0.3540 -0.2363
N 2.9111 -0.2461 0.2751
C -0.7442 0.2502 0.1754
C -1.3372 -0.9469 0.9358
C -2.4658 -1.0193 -0.1360
C -1.8397 0.1875 -0.8252
O -1.7515 1.2418 0.1143
H -0.6908 -1.8281 0.9354
H -1.6381 -0.7017 1.9618
H -2.3995 -1.9263 -0.7486
H -3.4995 -0.8744 0.2025
H -1.8210 0.4575 -1.8814
O 1.2988 -1.5748 -0.4949
H 3.0922 0.7189 0.5509
H 1.8165 -2.1581 0.1582

--- Q ---
17
Properties=species:S:1:pos:R:3 method="wB97M-V/def2-TZVPD" homo_lumo_gap_ev=9.322
O -0.5349 -0.6416 -3.0695
C -0.1406 0.0569 -2.1618
C 1.0042 -0.3176 -1.3014
C 1.8499 0.7757 -0.7148
C 1.0005 -0.0306 0.2110
C -0.1735 0.6003 0.8742
O -0.5969 1.7029 0.6276
C -0.8732 -0.2893 1.8758
N -1.1766 -0.2159 3.0651
H -0.6152 1.0392 -1.9545
H 1.4939 -1.2499 -1.5853
H 2.9258 0.6124 -0.6822
H 1.5268 1.8019 -0.8979
H 1.4918 -0.8086 0.7968
O -2.2901 -1.2610 1.4244
H -2.3011 -0.9267 2.8860
H -2.5908 -0.8480 0.6066

Relative to the most stable structure, the computed energies are P 0.000; Q 2.254, all in eV.

--- P ---
48
Properties=species:S:1:pos:R:3 method="wB97M-V/def2-TZVPD" homo_lumo_gap_ev=8.263
C -0.6329 2.8472 0.7453
O -0.1822 1.5172 0.7665
C -1.0697 0.5230 1.1019
C -0.5508 -0.7684 1.1874
C -1.4065 -1.8148 1.5037
C -2.7531 -1.6092 1.7472
C -3.2665 -0.3008 1.6700
C -2.4207 0.7483 1.3476
H -2.8180 1.7470 1.2841
O -4.5995 -0.1707 1.9257
C -5.1758 1.1076 1.8566
H -4.7337 1.7927 2.5887
H -5.0855 1.5400 0.8538
H -6.2298 0.9669 2.0909
O -3.6556 -2.5846 2.0651
C -3.1998 -3.9117 2.1240
H -4.0754 -4.5115 2.3681
H -2.4422 -4.0454 2.9040
H -2.7915 -4.2419 1.1628
H -0.9896 -2.8072 1.5563
C 0.9091 -1.0085 0.9193
N 1.1759 -0.8420 -0.4992
H 0.8330 0.0677 -0.7817
C 2.5593 -0.9885 -0.8997
C 3.5390 0.0718 -0.3519
C 3.1921 1.5184 -0.6895
C 3.1386 1.8273 -2.1861
C 1.8421 1.3658 -2.8513
H 1.0144 1.6124 -2.1818
C 1.7786 -0.1203 -3.2360
H 0.7408 -0.4498 -3.1678
C 2.6470 -1.0909 -2.4310
H 3.6934 -0.9748 -2.7192
H 2.3418 -2.0978 -2.7234
H 2.0820 -0.2266 -4.2810
H 1.6880 1.9523 -3.7611
H 4.0005 1.3878 -2.6906
H 3.2104 2.9121 -2.3075
H 2.2332 1.7770 -0.2344
H 3.9507 2.1572 -0.2273
H 4.5348 -0.1617 -0.7370
H 3.5863 -0.0246 0.7360
H 2.8966 -1.9542 -0.4933
H 1.1802 -2.0322 1.1964
H 1.4940 -0.3151 1.5488
H 0.2405 3.4524 0.5030
H -1.0240 3.1578 1.7197
H -1.3994 3.0032 -0.0217

--- Q ---
48
Properties=species:S:1:pos:R:3 method="wB97M-V/def2-TZVPD" homo_lumo_gap_ev=9.789
C -6.2356 0.0064 1.4180
C -5.3334 0.6274 0.3586
C -3.9267 0.0338 0.3928
C -3.0239 0.6577 -0.6688
H -3.4449 0.4710 -1.6600
H -3.0084 1.7397 -0.5178
C -1.5830 0.1374 -0.6285
H -1.1916 0.2970 0.3821
C -1.4918 -1.3629 -0.9678
C -1.1845 -2.2288 0.2492
H -0.2165 -1.9639 0.6707
H -1.9394 -2.1010 1.0209
H -1.1541 -3.2796 -0.0314
H -0.7093 -1.5316 -1.7104
H -2.4304 -1.6929 -1.4164
C -0.7183 0.9767 -1.5845
N 0.6883 0.6868 -1.4458
C 1.5365 1.4758 -0.7555
O 1.2452 2.5598 -0.2971
C 2.9115 0.8263 -0.6215
H 3.2251 0.4960 -1.6160
C 3.9928 1.7263 0.0220
C 5.2830 0.9807 -0.2083
C 5.2741 -0.0847 0.5824
H 5.9994 -0.8741 0.6504
C 3.9848 -0.0603 1.3657
H 3.9568 -0.6706 2.2641
C 3.7755 1.4513 1.5136
H 2.7829 1.7333 1.8575
H 4.5322 1.9215 2.1389
C 2.8508 -0.3727 0.3584
C 2.9158 -1.6972 -0.3524
O 2.3855 -1.9112 -1.4158
O 3.5789 -2.6354 0.3185
H 3.5759 -3.4745 -0.1702
H 1.8937 -0.3669 0.8945
H 6.0160 1.2571 -0.9435
H 3.9477 2.7602 -0.3055
H 1.0135 -0.2293 -1.7257
H -0.8380 2.0382 -1.3554
H -1.0233 0.7972 -2.6199
H -3.4905 0.2030 1.3800
H -3.9957 -1.0442 0.2377
H -5.2742 1.7061 0.5196
H -5.7693 0.4647 -0.6300
H -7.2313 0.4414 1.3768
H -5.8282 0.1759 2.4124
H -6.3237 -1.0671 1.2635

Relative to the most stable structure, the computed energies are P 2.168; Q 0.000, all in eV.

--- P ---
19
Properties=species:S:1:pos:R:3 method="wB97M-V/def2-TZVPD" total_charge=-1 homo_lumo_gap_ev=6.723
C -1.5228 0.2895 -1.5522
O -0.5693 -0.0680 -0.6718
C -2.9383 -0.1000 -1.0879
H -1.3776 -0.1669 -2.5702
H -1.5447 1.3967 -1.7409
H -3.0983 0.3018 -0.0869
H -3.0045 -1.1866 -1.0139
H -3.7440 0.2515 -1.7485
C 2.5467 -0.0556 0.1243
C 1.6535 0.5299 1.2001
C 0.8512 -0.5404 1.9256
H 3.4350 -0.5721 0.5103
H 2.8746 0.7061 -0.5882
H 1.9536 -0.7577 -0.4633
H 0.9522 1.1840 0.6818
H 2.2375 1.1542 1.8899
H 0.2452 -0.0802 2.7105
H 0.1939 -1.0411 1.2192
H 1.5308 -1.2266 2.4490

--- Q ---
19
Properties=species:S:1:pos:R:3 method="wB97M-V/def2-TZVPD" total_charge=-1 homo_lumo_gap_ev=6.580
C 0.9110 1.8275 0.8164
C -0.4196 1.1109 0.7323
C -1.5457 1.9576 0.1717
H 1.1986 2.2779 -0.1379
H 1.7115 1.0960 0.9517
H 0.9254 2.5718 1.6194
H -0.6778 0.7410 1.7351
H -0.2818 0.2108 0.0841
H -2.5007 1.4255 0.1338
H -1.7216 2.8970 0.7149
H -1.3266 2.2391 -0.8637
C 1.0880 -1.8522 -0.7032
O 0.8418 -0.6035 -1.1583
C -0.1448 -2.7777 -0.7931
H 1.4105 -1.8368 0.3762
H 1.9264 -2.3791 -1.2332
H 0.1019 -3.8257 -0.5800
H -0.6009 -2.6712 -1.7802
H -0.8957 -2.4090 -0.0857

Relative to the most stable structure, the computed energies are P 0.000; Q 0.144, all in eV.

--- P ---
11
Properties=species:S:1:pos:R:3 method="wB97M-V/def2-TZVPD" total_charge=-1 homo_lumo_gap_ev=7.057
S 2.2440 -0.8946 -1.2131
H 3.5441 -1.2243 -1.3173
N -0.5103 0.8232 -0.7895
C -1.1695 0.3656 0.4102
N -0.5707 -0.8906 0.9404
H 0.4460 0.4802 -0.9067
H -0.5942 1.8077 -0.8315
H -2.2215 0.1146 0.2434
H -1.1995 1.1483 1.1938
H -0.2522 -0.6574 1.8599
H 0.2838 -1.0727 0.4103

--- Q ---
11
Properties=species:S:1:pos:R:3 method="wB97M-V/def2-TZVPD" total_charge=-1 homo_lumo_gap_ev=6.507
S -2.0522 1.7745 -2.3415
H -0.8858 2.1463 -2.1593
N -0.5290 -1.2181 0.2049
C 0.5912 -0.8428 0.9759
N 1.1499 0.5134 0.5517
H -1.4540 -0.9046 0.4729
H -0.4492 -1.0712 -0.7665
H 0.1962 -0.7687 2.0614
H 1.3875 -1.6262 0.6422
H 1.4499 0.6353 -0.4252
H 0.5956 1.3622 0.7835

Relative to the most stable structure, the computed energies are P 0.000; Q 0.608, all in eV.

--- P ---
19
Properties=species:S:1:pos:R:3 method="wB97M-V/def2-TZVPD" homo_lumo_gap_ev=8.986
C -2.6384 -1.2142 -0.1494
C -1.4202 -0.5720 0.4585
C -1.3341 -0.3349 1.7738
C -0.1461 0.1669 2.3429
C 0.8139 0.5405 0.3741
C 2.0441 0.7697 -1.5667
C 1.0765 0.0463 -2.3761
C -0.0582 -0.3605 -1.6695
C -0.2028 -0.2229 -0.3151
H -2.5006 -2.4495 -0.3730
H -3.6640 -0.9795 0.4701
H -2.8692 -0.7376 -1.2070
H -2.0551 -0.7078 2.4284
H -0.0946 0.1742 3.4073
H 2.9953 1.0603 -1.9535
H 1.2422 -0.3273 -3.4614
H -0.7009 -1.1667 -2.2214
N 0.8700 0.6446 1.6836
N 1.8212 1.1012 -0.3013

--- Q ---
19
Properties=species:S:1:pos:R:3 method="wB97M-V/def2-TZVPD" homo_lumo_gap_ev=7.606
C 0.4041 1.3571 0.2936
C -0.5237 2.1837 -0.4355
C -1.5192 1.5955 -1.3184
C -1.3056 0.2311 -1.5216
C -0.5287 -0.5810 -0.6381
C -0.7176 -1.9676 -0.3963
C 0.2484 -2.7000 0.3322
C 1.3514 -2.0653 0.7405
C 0.4857 0.0883 0.1562
H 1.6644 1.6391 2.0244
H 0.9787 3.0770 0.9986
H -0.3572 3.2565 -0.1294
H -2.3152 2.3486 -1.5354
H -2.3633 -0.2962 -1.8305
H -1.4223 -2.6814 -1.0308
H -0.3548 -3.8823 0.6125
H 2.1645 -2.6777 1.3751
N 0.7848 2.2045 1.4947
N 1.3061 -0.7238 0.8253

Relative to the most stable structure, the computed energies are P 0.000; Q 3.514, all in eV.